A 13-piece molecular cluster, C29H72O29 overall at a distorted geometry, computed with wB97M-V/def2-TZVPD.

Geometry as XYZ:
```
130
Properties=species:S:1:pos:R:3:forces:R:3
C -2.3285 -4.1527 -2.1145 -1.38 1.24 0.39
C -1.4543 -4.7310 -3.2053 -1.09 -0.37 0.57
O -2.2766 -4.4286 -4.3621 1.64 -0.22 -0.72
C -3.5528 -4.2697 -4.0416 -1.64 0.98 0.36
O -4.4751 -4.1340 -4.8005 1.02 -0.41 0.34
O -3.6978 -4.1621 -2.6986 1.30 -0.60 0.57
H -2.0889 -3.0943 -1.9759 0.14 -0.06 -0.25
H -2.3598 -4.5270 -1.0869 0.04 -0.73 -0.54
H -1.2925 -5.8076 -3.1913 -0.19 -0.06 0.15
H -0.4945 -4.2402 -3.1480 0.16 0.40 -0.78
C -5.7059 -1.8554 -0.4484 -0.20 0.23 -0.38
C -6.6370 -3.0178 -0.8687 -0.20 1.25 2.04
O -7.2948 -3.2647 0.4350 -1.44 -0.77 -1.85
C -6.7352 -2.6295 1.4291 2.12 -0.54 0.08
O -6.9707 -2.7579 2.5810 -0.80 0.25 0.78
O -5.6404 -1.9670 0.9871 0.94 0.36 -0.56
H -6.1576 -0.8758 -0.5704 -0.22 0.06 -0.70
H -4.7449 -1.8502 -1.0106 -0.38 -0.23 1.01
H -6.0977 -3.9209 -1.1170 -0.10 -0.10 -0.41
H -7.4196 -2.6796 -1.5540 0.37 -0.51 -0.08
C -0.5440 0.1895 0.8820 0.46 -1.02 0.37
C 0.5940 0.8683 0.1307 -0.96 1.39 -0.49
O 1.0475 -0.1497 -0.7421 1.37 -0.38 -0.74
C 0.0946 -1.0310 -0.9748 -0.58 3.24 3.70
O 0.0269 -1.8864 -1.7359 0.65 -3.72 -3.86
O -0.9110 -0.8419 -0.0996 -1.08 0.78 1.20
H -1.4291 0.7757 1.1475 0.48 -0.06 -0.24
H -0.1787 -0.3463 1.7929 -0.28 0.46 -0.60
H 1.4035 1.3485 0.6591 0.21 -0.89 0.48
H 0.2622 1.6983 -0.5111 -0.47 -0.30 0.01
C -0.5200 0.6573 -4.8206 1.23 -0.86 -0.84
C -0.7410 -0.8565 -4.8225 -0.07 0.76 -0.52
O -0.6905 -1.2860 -6.1600 -0.08 -0.52 -0.56
O -0.6412 1.1621 -3.5535 -0.72 0.47 2.22
H -1.0667 1.1854 -5.5788 -1.12 0.08 -0.27
H 0.5043 0.9078 -5.1019 0.29 -0.48 -0.09
H -1.6755 -1.1072 -4.3439 -0.79 0.11 0.09
H 0.0012 -1.3273 -4.2182 0.88 -0.30 0.45
H -0.9376 -2.2200 -6.2280 0.06 0.37 0.13
H -1.5301 1.0397 -3.1489 0.37 0.15 -0.51
C 1.6160 3.5498 -2.4200 1.20 -1.79 2.01
C 2.0512 4.3079 -3.6032 -1.57 0.42 -2.08
O 3.3831 3.9754 -3.9239 0.21 0.00 -0.31
O 0.2310 3.3820 -2.2469 -0.44 -1.19 -1.05
H 2.0691 4.0028 -1.5337 -0.30 0.01 0.35
H 2.1124 2.5271 -2.4658 -0.45 1.05 -0.11
H 1.7611 5.4116 -3.5966 0.80 -1.23 0.14
H 1.4345 3.8428 -4.4015 0.31 0.60 -0.13
H 4.0171 4.6342 -3.6609 0.08 0.46 0.30
H -0.0350 2.5287 -2.7745 0.30 1.74 0.87
C -0.8470 4.5282 0.8422 -1.80 -0.97 1.53
C 0.2729 3.7290 1.4481 -0.51 -0.57 0.02
O -0.2791 2.6873 2.2721 0.29 0.95 0.02
O -1.7167 5.0984 1.9164 1.73 -1.79 -0.71
H -1.4830 3.8648 0.2560 0.02 -0.18 -0.06
H -0.5165 5.2738 0.1930 0.78 1.44 -0.94
H 0.8909 4.3557 2.0416 0.58 0.83 0.78
H 0.9551 3.3094 0.6981 -0.50 0.04 -0.05
H -0.6187 3.1609 3.0922 0.24 -0.80 -0.67
H -2.0009 5.9290 1.5917 -0.49 1.28 -0.34
C 3.6323 -3.7857 -0.9314 -0.77 -0.96 2.12
C 2.3864 -4.2205 -0.1480 -1.44 -0.04 -0.35
O 2.7719 -4.8836 1.0783 -0.80 0.27 -0.05
O 4.4516 -3.0506 -0.0475 0.85 0.38 -0.14
H 3.3049 -3.1606 -1.7275 -0.06 0.63 -0.69
H 4.1241 -4.6761 -1.3159 0.31 -0.02 -0.12
H 1.7729 -4.8768 -0.8371 0.58 0.23 0.84
H 1.7113 -3.3337 0.0353 0.87 -0.67 0.13
H 2.0528 -4.8372 1.7783 0.84 0.31 -1.27
H 4.7188 -3.5995 0.7061 -0.23 -0.04 -0.37
C -4.0785 0.0122 6.1637 1.34 -0.36 -2.26
C -3.7677 0.4644 4.6875 -1.19 -0.85 0.56
O -2.4557 0.8532 4.3879 -0.09 1.64 -0.22
O -2.9599 -0.7484 6.6003 0.07 -1.07 -0.43
H -5.0494 -0.5218 6.1439 0.51 0.29 0.34
H -3.9803 0.8310 6.8096 -1.18 1.76 0.70
H -4.4936 1.2550 4.4591 0.48 0.23 -0.01
H -3.9782 -0.3188 3.9658 -0.45 -0.56 0.24
H -1.8103 0.4359 4.9354 0.51 -1.06 0.77
H -3.0151 -0.7873 7.5524 0.16 -0.20 0.33
C -3.2816 1.6738 -1.0028 -0.18 0.23 -1.24
C -3.4794 2.9410 -1.8156 1.24 -0.19 -0.11
O -2.3670 3.1423 -2.6946 -0.91 -0.48 -0.18
O -3.1047 0.5036 -1.8512 0.23 1.14 0.71
H -4.1299 1.5132 -0.3780 -0.89 -0.08 0.57
H -2.4517 1.8815 -0.3579 0.89 -0.37 0.29
H -3.5603 3.7589 -1.0892 -0.38 0.00 -0.26
H -4.3365 2.8327 -2.4557 -0.63 0.23 -0.09
H -1.7658 3.8509 -2.4653 0.14 0.14 0.49
H -2.6918 -0.1067 -1.2359 0.29 -0.64 -0.15
C 4.9056 0.7802 -3.3728 -0.93 -2.24 -1.32
C 4.7525 0.2546 -4.8193 0.72 -0.71 -0.27
O 5.5881 -0.9354 -5.0775 -1.06 0.48 0.56
O 4.1125 0.0378 -2.4173 0.67 -0.59 -0.13
H 4.5012 1.7560 -3.4365 -0.26 1.16 0.54
H 5.9534 0.7496 -3.1411 0.56 0.22 0.38
H 5.1564 0.9912 -5.5234 -0.31 0.26 0.27
H 3.6945 0.0484 -5.0837 0.53 0.14 0.33
H 5.0175 -1.5886 -5.4981 0.21 0.06 0.08
H 4.4293 -0.8981 -2.3455 -0.18 1.32 -0.24
C 3.0616 -2.4857 3.9466 0.04 1.23 -1.18
C 1.7879 -2.3218 3.0742 -1.46 0.41 2.73
O 1.1715 -3.6414 3.0556 -0.04 0.23 -0.30
O 4.0757 -2.9925 3.1009 0.46 -0.55 -0.08
H 2.8834 -3.1794 4.7836 -0.27 0.34 -0.19
H 3.4545 -1.5017 4.3328 -0.67 -0.93 -0.35
H 1.8801 -1.9429 2.0744 0.93 0.09 -0.48
H 1.0697 -1.6024 3.5826 0.76 -0.76 -0.30
H 0.2612 -3.5152 2.7716 -0.06 -0.14 0.03
H 3.6585 -3.6909 2.5718 0.23 -0.02 0.03
C 4.6043 0.4149 1.4447 -1.03 0.82 2.80
C 3.7790 1.7140 1.2928 1.40 -0.17 0.87
O 3.5497 2.0127 -0.0636 -0.08 -1.39 -0.41
O 3.7441 -0.5825 1.0891 -1.34 -1.56 -0.70
H 4.9685 0.2411 2.5298 -0.40 0.65 -1.36
H 5.4342 0.4452 0.8080 1.57 0.27 -1.01
H 4.4147 2.5023 1.6752 -0.06 0.50 0.39
H 2.8556 1.6547 1.9095 0.37 -0.07 -0.34
H 3.7044 1.1434 -0.5137 -0.47 0.93 -0.24
H 4.1709 -1.4311 0.8890 -0.02 0.18 -0.05
C 0.0436 2.9204 5.7976 0.85 -0.07 -2.74
C 1.2721 2.1618 5.2217 -1.19 -1.14 -0.07
O 0.8841 1.1149 4.3001 0.37 0.13 1.39
O -0.9231 3.1816 4.7270 1.08 0.58 1.89
H 0.4640 3.8442 6.1370 -0.34 0.73 0.63
H -0.4338 2.3308 6.5610 -0.13 -0.05 0.45
H 1.7262 1.7312 6.1041 0.41 -0.55 0.04
H 2.0347 2.7426 4.7302 0.02 0.85 -0.10
H 0.6528 1.5731 3.4872 -0.31 0.20 -0.52
H -1.4720 2.4070 4.8090 -1.11 -0.51 -0.70
```
Positions in Å, forces in eV/Å.

Properties
charge = 0
highest occupied orbital energy = -9.792 eV
HOMO-LUMO gap = 9.922 eV
LUMO = 0.1 eV